(1)
69
Properties=species:S:1:pos:R:3:forces:R:3 method="wB97M-V/def2-TZVPD" de_lowest_kcal_mol=0.0 orbital_gap_ev=3.5 e_tot_ev=-58587.5144 max_force_ev_per_a=0.68
C -1.983 3.182 2.091 0.0166 0.1391 0.0652
C -3.061 3.212 3.158 -0.1109 0.2264 -0.0545
O -3.476 1.892 3.520 0.1460 -0.2472 -0.1606
C -3.140 1.453 4.806 -0.3355 0.1070 0.0334
C -3.173 -0.072 4.741 -0.6430 -0.1496 -0.0115
N -2.603 -0.734 5.902 0.0142 0.0950 0.1872
C -1.392 -1.193 6.170 0.5056 -0.2278 0.1540
N -1.209 -1.850 7.363 0.0808 0.0467 -0.1984
C 0.028 -2.218 7.349 0.0434 -0.0464 0.1285
F 0.618 -2.887 8.294 -0.1949 0.2372 -0.3096
N 0.711 -1.868 6.246 -0.5365 0.0806 0.4045
S 2.319 -2.246 5.865 -0.1659 0.0571 -0.2278
N -0.240 -1.157 5.463 0.1306 -0.3089 -0.2482
C 0.320 -0.627 4.195 0.2543 -0.0172 -0.1752
C -0.535 0.214 3.263 0.0800 0.1563 -0.2157
C -1.264 -0.539 2.133 -0.1894 0.0747 -0.0611
C -0.848 -0.034 0.747 0.0217 0.0118 -0.0873
C -1.151 -0.988 -0.419 -0.1652 0.3854 -0.0257
N -2.262 -0.473 -1.232 -0.1056 -0.2635 0.0827
H -2.342 2.676 1.194 0.0187 0.0613 0.0740
H -1.072 2.686 2.434 -0.1430 0.0761 -0.0255
H -1.714 4.207 1.822 -0.0460 -0.0806 -0.0335
H -2.727 3.759 4.047 -0.0205 -0.0687 -0.0317
H -3.949 3.720 2.771 0.0872 -0.0054 0.0753
H -3.900 1.788 5.527 0.2568 0.1051 0.1155
H -2.158 1.829 5.123 -0.0680 -0.0252 0.0882
H -2.751 -0.440 3.813 0.0399 0.0334 0.4367
H -4.223 -0.378 4.726 0.1231 0.0169 -0.0840
H -3.234 -0.909 6.672 0.0899 -0.0171 -0.0033
H 2.782 -1.002 6.054 0.1988 0.0154 0.1353
H 0.709 -1.485 3.637 -0.1337 0.0323 0.1175
H 1.195 -0.045 4.496 -0.1756 0.0319 0.0878
H -1.206 0.888 3.793 0.4088 -0.1436 -0.0809
H 0.209 0.861 2.785 -0.1457 -0.0051 0.0536
H -1.097 -1.620 2.215 0.1077 0.0421 0.0008
H -2.345 -0.389 2.229 0.1808 -0.1001 -0.2638
H -1.375 0.902 0.537 0.2192 -0.1174 0.0161
H 0.219 0.207 0.747 -0.0174 -0.0880 0.0121
H -0.263 -1.013 -1.050 -0.1199 -0.2237 -0.0896
H -1.362 -1.996 -0.036 0.2513 -0.0540 -0.0292
H -2.309 -0.976 -2.111 0.1185 0.1262 -0.0663
H -3.147 -0.661 -0.771 0.0134 0.0695 0.0230
C 1.432 1.214 -2.354 0.1154 -0.1558 0.1892
Si 2.185 0.107 -3.712 -0.2914 0.2103 -0.1269
C 1.792 -1.673 -3.131 0.1408 0.0552 0.2430
C 4.069 0.304 -3.535 -0.0298 -0.1106 0.2380
N 1.551 0.513 -5.182 0.2176 -0.2740 0.0290
Si 1.825 -0.133 -6.688 -0.1681 0.2177 0.0743
C 1.365 -1.973 -6.870 0.0720 0.0122 -0.1350
C 3.620 -0.002 -7.307 -0.0494 -0.0961 -0.1181
C 0.780 0.773 -7.983 0.0799 -0.1193 -0.1119
H 1.816 0.969 -1.354 -0.0018 0.0182 -0.0170
H 1.665 2.262 -2.558 -0.0364 0.0215 -0.0128
H 0.344 1.104 -2.342 -0.0130 0.0450 -0.0350
H 2.020 -1.823 -2.066 0.0020 -0.0048 -0.0239
H 2.369 -2.413 -3.692 -0.0572 -0.0013 -0.0521
H 0.730 -1.883 -3.286 -0.0029 -0.0228 -0.0432
H 4.372 1.282 -3.917 0.0168 -0.0034 -0.0361
H 4.604 -0.465 -4.100 -0.0122 0.0458 -0.0636
H 4.400 0.231 -2.491 -0.0059 0.0030 -0.0194
H 2.071 -2.618 -6.339 -0.0334 0.0160 0.0527
H 1.359 -2.290 -7.919 -0.0006 0.0049 0.0125
H 0.367 -2.148 -6.459 -0.0015 -0.0181 0.0207
H 3.987 1.017 -7.163 0.0234 0.0024 0.0177
H 3.704 -0.245 -8.372 -0.0016 0.0020 0.0132
H 4.284 -0.682 -6.764 -0.0025 0.0452 0.0457
H 1.034 1.835 -7.991 -0.0310 0.0185 0.0212
H -0.281 0.678 -7.740 -0.0093 0.0368 0.0175
H 0.934 0.379 -8.994 -0.0102 0.0135 0.0124


(2)
74
Properties=species:S:1:pos:R:3:forces:R:3 method="wB97M-V/def2-TZVPD" de_lowest_kcal_mol=0.0 orbital_gap_ev=9.1 e_tot_ev=-81571.4826 max_force_ev_per_a=3.62
C -2.653 -2.824 -5.699 0.0461 0.1648 0.1292
C -1.499 -3.724 -5.308 -0.2251 -0.2137 -0.1706
O -0.392 -2.988 -4.759 -0.7074 0.1207 0.0076
P -0.478 -2.397 -3.292 3.5741 -0.3006 -0.4602
O -0.721 -3.397 -2.248 -1.5059 0.4551 0.2262
O 1.048 -1.891 -3.151 -0.2622 0.1158 -0.0864
C 1.845 -2.210 -2.014 0.2620 -0.0001 0.2406
C 2.810 -3.336 -2.314 -0.0359 -0.0515 -0.2204
O -1.163 -1.003 -3.505 -1.0684 -0.1246 0.2794
C -0.865 0.111 -2.630 -0.1698 0.1926 0.1474
C 0.002 1.120 -3.335 0.1611 -0.0624 -0.1932
H -3.116 -2.370 -4.822 -0.0219 -0.0321 0.0012
H -3.415 -3.396 -6.229 0.0265 -0.0304 -0.0065
H -2.305 -2.013 -6.340 -0.0019 -0.0501 -0.0585
H -1.819 -4.487 -4.594 0.0565 0.0345 0.0536
H -1.105 -4.235 -6.185 0.1139 0.0402 0.0326
H 1.208 -2.451 -1.163 -0.0674 -0.1481 -0.0693
H 2.400 -1.302 -1.761 -0.0502 0.0383 -0.0576
H 2.276 -4.209 -2.689 -0.0494 -0.0146 0.1140
H 3.366 -3.618 -1.419 -0.0143 0.0233 0.0106
H 3.520 -3.030 -3.085 0.0145 0.0117 0.0255
H -0.397 -0.243 -1.708 0.0473 -0.1030 -0.0209
H -1.823 0.557 -2.363 -0.0603 -0.0984 0.0009
H 0.954 0.682 -3.634 -0.0019 -0.0482 0.1056
H 0.194 1.963 -2.670 -0.0483 0.0132 -0.1185
H -0.487 1.480 -4.241 -0.0804 0.0522 0.0742
C -3.037 -1.154 5.795 -0.0226 -0.0385 -0.2090
C -1.588 -0.711 5.803 -0.1295 0.1029 0.3207
O -0.849 -1.238 4.689 -0.6398 0.1973 0.0896
P -1.063 -0.642 3.238 3.1577 -1.7076 -0.3176
O -0.784 0.795 3.137 -1.5187 0.4573 -0.1248
O 0.117 -1.426 2.468 -0.4077 -0.0367 0.1547
C 1.055 -0.738 1.650 0.3671 -0.1207 -0.2338
C 2.376 -0.565 2.368 0.0118 -0.0623 0.1192
O -2.277 -1.478 2.694 -0.7978 0.8354 0.0947
C -2.401 -1.791 1.282 -0.2021 -0.0781 -0.2080
C -2.084 -3.246 1.049 0.0730 -0.1287 0.1531
H -3.580 -0.717 4.955 -0.0062 0.0277 0.0259
H -3.531 -0.847 6.717 0.0364 0.0069 0.0180
H -3.105 -2.238 5.697 0.0157 -0.0023 0.0744
H -1.510 0.379 5.810 0.0402 -0.0042 -0.0713
H -1.085 -1.085 6.693 0.0882 -0.0445 -0.0743
H 0.657 0.222 1.323 -0.0558 -0.8524 0.2350
H 1.194 -1.353 0.758 -0.0265 -0.0525 0.0229
H 2.229 -0.060 3.323 -0.0318 0.1030 -0.0352
H 3.072 0.018 1.761 -0.0282 0.0049 -0.0280
H 2.824 -1.537 2.577 0.0088 0.0095 -0.0196
H -1.760 -1.140 0.684 0.0840 0.0343 0.0844
H -3.433 -1.579 1.008 -0.0059 0.1014 0.0995
H -1.062 -3.475 1.348 0.0359 0.0669 -0.0641
H -2.202 -3.492 -0.007 0.0334 0.0289 -0.0040
H -2.748 -3.876 1.643 -0.0641 0.0348 -0.0446
O 1.032 3.574 -1.246 0.1508 0.4583 -0.0867
C 1.328 2.867 -0.325 -0.4838 -0.1913 -0.2405
C 0.338 2.377 0.710 0.8743 -0.0451 0.2635
C -0.180 3.521 1.620 -0.4949 -0.2445 -0.5643
C -1.707 3.615 1.586 0.2636 0.1825 0.3895
S -2.339 4.372 0.062 -0.1761 -0.0251 -0.1319
O 2.592 2.375 -0.171 -0.0700 0.0770 0.9242
C 3.684 3.295 -0.216 0.8888 0.1713 -0.8867
P 3.248 4.939 0.516 -1.8045 -0.2512 1.0514
O 3.203 5.899 -0.794 0.9975 -0.0346 0.2232
O 4.602 5.387 1.343 0.4785 -0.1901 -0.8083
H -0.483 1.871 0.195 -0.0140 0.0897 -0.0018
H 0.867 1.642 1.320 -0.3035 0.7884 -0.1346
H 0.214 4.470 1.257 0.1282 0.0350 0.2825
H 0.133 3.327 2.646 0.0816 0.0978 -0.0917
H -2.176 2.653 1.797 0.1064 0.0374 -0.1400
H -2.014 4.304 2.377 -0.1042 -0.0530 -0.0687
H -1.460 3.841 -0.802 0.0526 -0.0222 0.0673
H 4.466 2.874 0.422 -0.1433 -0.0593 0.0309
H 4.117 3.366 -1.220 -0.2259 0.0605 -0.0160
H 3.048 6.803 -0.494 -0.1591 0.0444 -0.2230
H 4.681 4.813 2.115 0.0102 0.2069 0.1179


(3)
101
Properties=species:S:1:pos:R:3:forces:R:3 method="wB97M-V/def2-TZVPD" de_lowest_kcal_mol=0.0 orbital_gap_ev=8.4 e_tot_ev=-96302.0740 max_force_ev_per_a=2.50 charge=+1
N 2.675 2.932 2.218 -0.0848 -0.1820 -0.7810
B 2.462 2.528 0.876 -0.2383 0.3527 0.1754
O 3.394 2.637 -0.108 0.2192 -0.8648 0.3423
C 1.039 1.839 0.480 1.5183 0.9063 -0.5223
C 0.053 2.953 0.100 -0.4845 -1.3864 1.2335
F -0.056 3.048 -1.201 -0.0738 -0.0519 -2.1275
F 0.503 4.127 0.530 0.5914 1.4233 0.7192
C -1.356 2.826 0.644 -0.4895 2.1812 -1.1252
F -1.375 2.902 1.961 0.2884 -0.3504 1.9321
F -1.936 1.714 0.243 -0.3507 -1.9032 -0.4578
C 1.249 0.740 -0.581 -1.2010 -0.1768 1.2185
C 0.210 -0.317 -0.157 1.2614 -1.0925 -0.0887
C 0.125 -0.116 1.298 -0.3280 0.5648 -0.8244
N 0.598 1.029 1.612 -0.7552 -0.5584 1.0407
H 3.559 3.394 2.382 -0.1156 0.1606 0.4584
H 1.911 3.452 2.625 0.1431 -0.0502 0.4071
H 4.271 2.626 0.299 0.1204 0.4450 -0.4691
H -1.958 3.647 0.272 -0.0219 0.3618 -0.2492
H 2.228 0.347 -0.358 0.3963 -0.2432 -0.5471
H 1.121 1.037 -1.600 0.2638 0.3261 -0.4079
H 0.617 -1.313 -0.309 -0.0377 -0.3008 -0.2397
H -0.718 -0.323 -0.702 -0.6142 0.1903 0.0962
H -0.247 -0.766 2.066 -0.1570 -0.3571 0.1529
H 0.615 1.279 2.595 0.2976 0.5565 -0.1335
C -3.525 6.119 -1.717 -0.0271 0.1138 -0.0552
N -3.957 5.875 -0.311 -0.0692 0.0368 0.0320
O -4.278 6.826 0.357 0.0332 -0.1549 -0.0084
O -3.961 4.712 0.074 0.1056 0.1303 -0.0795
H -3.575 7.184 -1.911 -0.0223 0.0142 0.0720
H -2.508 5.751 -1.816 -0.0341 -0.0838 -0.0073
H -4.201 5.570 -2.366 0.0446 -0.0834 0.0259
C 2.213 5.092 6.069 -0.1095 0.1195 -0.1221
N 3.405 4.595 5.325 0.0952 0.0578 -0.0091
O 3.498 4.881 4.139 -0.0829 -0.0431 0.2306
O 4.208 3.942 5.948 -0.0792 0.0282 -0.1294
H 1.590 5.659 5.388 0.0598 0.0041 -0.0419
H 1.686 4.224 6.456 0.0859 -0.0119 0.0924
H 2.574 5.717 6.880 0.0272 -0.0826 0.0567
C -4.646 1.405 1.521 -0.0381 0.0918 0.0994
N -5.618 0.287 1.400 0.1686 0.0061 0.1507
O -5.173 -0.844 1.331 -0.1401 0.1796 0.0080
O -6.796 0.581 1.386 0.0647 -0.1116 -0.0434
H -3.653 0.987 1.526 0.0038 -0.1404 0.0186
H -4.792 2.065 0.670 -0.0837 0.0451 0.0465
H -4.860 1.920 2.455 -0.1222 0.0175 -0.0459
C 1.261 -5.305 -0.779 -0.1426 -0.0226 0.1213
N 1.045 -3.854 -1.036 0.0371 -0.2314 -0.0644
O -0.097 -3.439 -1.093 0.1723 0.0361 0.0758
O 2.038 -3.163 -1.177 -0.1228 0.1440 0.1081
H 0.299 -5.787 -0.682 -0.0493 0.0498 -0.0549
H 1.813 -5.705 -1.622 0.0919 0.0464 0.0115
H 1.838 -5.387 0.138 0.1028 0.0530 -0.0635
C -9.073 0.641 3.841 -0.0570 0.1165 -0.1245
N -9.409 0.430 5.275 -0.0149 0.0674 -0.0045
O -9.723 1.407 5.934 0.1221 -0.1531 -0.0146
O -9.336 -0.705 5.696 -0.0025 0.1614 0.0014
H -9.174 1.695 3.610 0.0011 0.0175 0.0864
H -8.050 0.311 3.699 -0.0342 -0.0872 -0.0347
H -9.760 0.045 3.249 0.0504 -0.1070 0.0516
C 5.774 -3.334 -1.987 -0.2891 0.0091 -0.1345
N 5.646 -4.804 -2.196 -0.0951 0.0189 -0.0193
O 4.805 -5.194 -2.988 0.1001 -0.0083 0.1445
O 6.391 -5.516 -1.557 -0.1238 0.0409 -0.0917
H 5.048 -2.835 -2.618 -0.0292 -0.0735 -0.0225
H 5.577 -3.139 -0.937 0.1287 -0.0431 0.0337
H 6.779 -3.042 -2.252 0.0897 -0.0627 0.1337
C 10.023 -1.102 -3.432 0.2111 -0.0437 -0.0139
N 8.735 -1.401 -2.753 0.2449 0.0754 -0.0638
O 8.775 -1.940 -1.667 -0.1182 0.0474 -0.0381
O 7.716 -1.083 -3.339 0.0099 -0.0031 0.0570
H 10.836 -1.436 -2.799 -0.0656 -0.0372 0.0693
H 10.025 -1.633 -4.380 -0.0474 0.0531 -0.0305
H 10.068 -0.028 -3.587 -0.0753 -0.0108 -0.0931
C 1.020 -8.140 -4.554 -0.0024 0.1745 -0.0483
N 0.552 -8.400 -3.163 -0.0538 0.0287 0.0513
O 0.206 -7.441 -2.489 0.0865 -0.2397 -0.1921
O 0.546 -9.550 -2.792 -0.0137 0.1389 0.0090
H 0.969 -7.074 -4.742 -0.0258 0.0050 0.0640
H 2.040 -8.503 -4.626 -0.0327 -0.0957 0.0021
H 0.365 -8.688 -5.224 0.0441 -0.0916 0.0274
C -6.465 2.885 6.671 0.0765 -0.0133 0.1633
N -5.662 2.294 5.563 0.0066 0.0175 0.1489
O -4.481 2.085 5.756 -0.1536 0.0296 -0.1470
O -6.252 2.058 4.525 0.1418 -0.0171 0.0073
H -5.814 3.038 7.523 0.0658 -0.0331 -0.0446
H -6.872 3.825 6.311 -0.0853 -0.0605 -0.0669
H -7.263 2.185 6.906 -0.0759 0.0490 -0.1018
C 8.414 -0.661 -7.800 -0.0201 0.1477 -0.0911
N 9.574 -1.294 -7.115 -0.0658 0.1202 -0.1493
O 10.581 -0.630 -6.986 -0.0079 -0.0887 0.1336
O 9.427 -2.435 -6.729 0.0447 0.0501 0.1079
H 8.690 0.348 -8.083 0.0698 -0.0140 0.0223
H 8.182 -1.263 -8.673 -0.0494 -0.0728 0.0623
H 7.585 -0.658 -7.098 -0.0105 -0.1107 -0.0124
C -7.131 -1.569 -0.910 0.0570 -0.0133 -0.1025
N -7.745 -2.370 -2.006 0.0571 0.0001 -0.1002
O -7.076 -2.572 -3.002 -0.1386 0.0117 0.1394
O -8.877 -2.767 -1.824 0.1434 0.0357 -0.0510
H -6.129 -1.288 -1.210 -0.0023 -0.0674 -0.0637
H -7.754 -0.694 -0.757 -0.0913 -0.0590 0.0762
H -7.111 -2.188 -0.021 -0.0873 0.0309 0.0365